Entry from the Open Molecules 2025 dataset: a 10-piece molecular cluster, C66H146N6O10 overall in a non-equilibrium geometry (ωB97M-V/def2-TZVPD).

Each line ends with the Löwdin charge.
Positions of all 228 atoms, in Å:
C1 -3.51741 -2.42183 -0.38788  -0.003
C2 -2.37759 -2.23106 -1.44311  -0.455
C3 -2.64909 -3.21504 -2.60365  -0.010
C4 -2.42623 -0.76919 -1.94009  -0.127
C5 -1.13056 -0.40150 -2.65200  -0.165
C6 0.02641 -0.58869 -1.70568  -0.160
C7 0.20334 -2.04157 -1.30502  -0.483
C8 0.81070 -2.76722 -2.59469  0.016
C9 1.17893 -2.09619 -0.08057  0.000
N1 -1.06259 -2.53878 -0.80942  -0.039
O1 -0.94103 -3.96590 -0.76843  -0.077
H1 -3.34266 -3.30896 0.27497  0.075
H2 -3.59172 -1.51001 0.20148  0.066
H3 -4.47815 -2.49639 -0.87675  0.071
H4 -3.63096 -2.99396 -3.04801  0.085
H5 -1.93970 -3.10813 -3.39221  0.065
H6 -2.52187 -4.21608 -2.21902  0.057
H7 -3.31966 -0.72062 -2.59077  0.098
H8 -2.70699 -0.11847 -1.11021  0.107
H9 -0.99060 -0.99810 -3.62234  0.134
H10 -1.15828 0.66469 -2.86361  0.075
H11 -0.21415 0.03855 -0.83138  0.127
H12 0.95750 -0.27876 -2.13046  0.095
H13 0.75388 -3.86300 -2.36756  0.077
H14 1.83767 -2.35568 -2.66448  0.095
H15 0.30398 -2.56521 -3.51709  0.049
H16 2.13775 -1.72306 -0.43062  0.079
H17 1.25948 -3.07833 0.33551  0.040
H18 0.79246 -1.27079 0.52987  0.078
H19 -1.15418 -4.16354 0.14071  0.087
C10 -2.14861 -1.03269 7.21755  -0.047
C11 -1.88977 0.21793 6.40825  -0.525
C12 -2.49478 1.34277 7.19068  -0.038
C13 -0.38510 0.40434 6.27906  -0.120
C14 0.00783 1.54937 5.30626  -0.153
C15 -0.58378 1.30724 3.91719  -0.134
C16 -2.10990 1.05690 3.89129  -0.506
C17 -2.92794 2.34812 4.05739  -0.019
C18 -2.39158 0.42550 2.55766  -0.057
N2 -2.40737 0.03681 4.98569  -0.063
O2 -3.84349 -0.02205 5.15185  -0.057
H20 -1.92641 -0.85324 8.30490  0.103
H21 -3.19457 -1.37469 7.29207  0.093
H22 -1.63722 -1.92234 6.85877  0.077
H23 -2.14821 1.25657 8.24895  0.104
H24 -2.26992 2.32969 6.77096  0.072
H25 -3.56913 1.26375 7.20493  0.083
H26 -0.11307 0.63244 7.28024  0.110
H27 0.12804 -0.47792 5.95015  0.100
H28 -0.40926 2.50968 5.64444  0.104
H29 1.07370 1.62627 5.25091  0.086
H30 -0.17470 0.30423 3.51724  0.141
H31 -0.29910 2.12416 3.23718  0.104
H32 -2.30949 2.92771 4.77503  0.070
H33 -4.00188 2.15786 4.36283  0.104
H34 -2.98193 2.91746 3.09635  0.088
H35 -3.50758 0.34604 2.42067  0.106
H36 -2.02991 -0.56801 2.39700  0.049
H37 -2.07074 1.02137 1.69917  0.081
H38 -4.03956 -0.98062 5.02575  0.105
C19 4.84295 2.81833 1.56698  -0.005
C20 3.52383 2.55504 0.72275  -0.493
C21 3.68660 1.20921 0.00465  -0.022
C22 2.24748 2.58329 1.58228  -0.150
C23 1.87576 3.94580 2.09096  -0.168
C24 1.74064 5.02193 0.96216  -0.108
C25 3.02029 5.02753 0.08158  -0.497
C26 2.65580 5.73267 -1.24260  -0.034
C27 4.14030 5.78893 0.79645  -0.036
N3 3.36723 3.62136 -0.26405  -0.090
O3 4.59060 3.60997 -0.97152  -0.063
H39 5.63271 3.23440 0.98966  0.069
H40 4.57170 3.51850 2.32026  0.039
H41 5.13517 1.90932 2.11383  0.081
H42 4.77181 1.21714 -0.24910  0.094
H43 3.53414 0.39947 0.78883  0.082
H44 2.94709 1.07697 -0.79450  0.067
H45 1.37030 2.21271 1.02319  0.121
H46 2.35270 1.94032 2.46562  0.107
H47 0.97144 3.94715 2.68617  0.094
H48 2.77507 4.30748 2.68115  0.113
H49 1.64065 6.00775 1.40446  0.116
H50 0.88438 4.81706 0.30334  0.081
H51 2.14757 6.65626 -1.03143  0.075
H52 1.98383 5.15528 -1.85783  0.067
H53 3.51150 6.09877 -1.86930  0.097
H54 4.30974 5.51011 1.84067  0.065
H55 3.78830 6.81703 0.99330  0.093
H56 5.06445 5.67173 0.21991  0.088
H57 4.37606 3.69184 -1.93312  0.102
C28 2.63156 0.91336 -5.95214  -0.018
C29 2.95897 2.17985 -5.19361  -0.469
C30 2.54476 2.08959 -3.61867  -0.002
C31 4.40747 2.49899 -5.23732  -0.171
C32 5.01662 3.10767 -6.48064  -0.185
C33 4.21928 4.36694 -6.79299  -0.156
C34 2.72716 4.10509 -6.87317  -0.468
C35 1.97959 5.52063 -6.83153  -0.026
C36 2.30159 3.30391 -8.13304  -0.018
N4 2.24409 3.42391 -5.61577  -0.121
O4 0.89801 3.11701 -5.79275  -0.028
H58 2.89512 0.97167 -6.98762  0.066
H59 3.21893 0.07092 -5.54444  0.102
H60 1.60537 0.69004 -5.94358  0.063
H61 2.49172 3.03695 -3.08753  0.062
H62 1.66869 1.47911 -3.43718  0.050
H63 3.24592 1.43856 -3.10339  0.065
H64 4.65594 3.29985 -4.52234  0.122
H65 4.96946 1.63014 -4.90451  0.126
H66 6.02612 3.28743 -6.18894  0.100
H67 5.11092 2.47047 -7.39423  0.121
H68 4.57587 4.71950 -7.77434  0.126
H69 4.47036 5.14157 -6.03684  0.131
H70 2.06459 5.74536 -5.77849  0.066
H71 0.93715 5.51895 -7.15352  0.072
H72 2.61585 6.22549 -7.43890  0.093
H73 1.60025 2.53162 -7.94277  0.057
H74 3.17760 2.88528 -8.60932  0.069
H75 1.83918 4.02589 -8.83204  0.088
H76 0.45839 3.49464 -5.03348  0.093
C37 5.69533 -3.57946 4.18165  -0.014
C38 5.53793 -2.12162 3.61717  -0.541
C39 6.76921 -1.82170 2.77926  -0.037
C40 4.31334 -1.94052 2.75682  -0.145
C41 2.99119 -2.03900 3.47713  -0.194
C42 2.96001 -0.97104 4.47505  -0.153
C43 4.18445 -0.98347 5.44111  -0.482
C44 4.38868 0.47172 6.09563  -0.003
C45 4.05514 -2.05688 6.49591  -0.033
N5 5.40863 -1.11933 4.64067  -0.094
O5 6.52829 -1.18798 5.56448  -0.040
H77 4.77202 -3.95688 4.60903  0.049
H78 6.02926 -4.32628 3.45242  0.078
H79 6.45454 -3.64993 4.99968  0.094
H80 6.70732 -0.80503 2.34330  0.084
H81 7.69705 -1.90961 3.33399  0.077
H82 6.75334 -2.49744 1.85356  0.111
H83 4.50032 -0.95708 2.27470  0.108
H84 4.35845 -2.62250 1.90415  0.113
H85 2.01509 -2.02179 2.99015  0.113
H86 3.04595 -3.01883 3.98932  0.107
H87 2.18019 -1.09062 5.18962  0.093
H88 2.89703 0.01417 3.93132  0.128
H89 4.72114 1.15324 5.30892  0.082
H90 4.96067 0.28084 7.00437  0.076
H91 3.36841 0.71708 6.41198  0.065
H92 3.29830 -1.85295 7.30997  0.112
H93 5.04111 -2.23510 6.88589  0.074
H94 3.78176 -3.02014 6.08792  0.060
H95 7.01185 -0.36303 5.42247  0.107
C46 -9.43035 0.32153 -2.04188  -0.038
C47 -7.91951 0.40748 -2.25969  -0.496
C48 -7.20309 0.45198 -0.85860  -0.010
C49 -7.41426 -0.81978 -3.01887  -0.133
C50 -5.92857 -0.72771 -3.34932  -0.201
C51 -5.59705 0.51846 -4.15328  -0.129
C52 -6.23869 1.77875 -3.58219  -0.505
C53 -5.29108 2.31767 -2.42275  -0.015
C54 -6.31868 2.88443 -4.65517  -0.024
N6 -7.59667 1.55209 -3.15297  -0.059
O6 -8.00609 2.79701 -2.48939  -0.042
H96 -9.56774 -0.61453 -1.48539  0.081
H97 -9.78372 1.13828 -1.45315  0.071
H98 -10.05557 0.08488 -2.92068  0.092
H99 -6.99729 1.44864 -0.48530  0.073
H100 -7.82511 -0.05634 -0.13012  0.079
H101 -6.20598 -0.00393 -0.91402  0.060
H102 -7.64873 -1.76412 -2.43632  0.145
H103 -7.96329 -0.86340 -3.96917  0.125
H104 -5.29254 -0.73064 -2.49480  0.049
H105 -5.69033 -1.63851 -3.93185  0.121
H106 -5.94668 0.22308 -5.13920  0.118
H107 -4.54285 0.77490 -4.30009  0.123
H108 -5.02769 1.48609 -1.82649  0.045
H109 -5.80588 3.05453 -1.76747  0.095
H110 -4.40758 2.85023 -2.73138  0.027
H111 -6.80150 3.81054 -4.32064  0.081
H112 -6.84065 2.46008 -5.51455  0.086
H113 -5.26185 3.11745 -4.86335  0.084
H114 -8.53082 3.23301 -3.15811  0.090
C55 4.26301 -6.04596 0.53611  -0.031
C56 2.71171 -5.86090 0.52059  -0.477
C57 2.21522 -5.07899 1.77415  -0.033
O7 2.34050 -5.11375 -0.56583  -0.062
H115 4.46826 -6.67057 -0.30594  0.065
H116 4.55038 -6.58633 1.40427  0.058
H117 4.80149 -5.09770 0.55793  0.074
H118 2.22337 -6.84098 0.50524  0.135
H119 1.14096 -4.88493 1.72548  0.063
H120 2.77192 -4.15630 1.84214  0.041
H121 2.46908 -5.61652 2.65613  0.069
H122 1.83400 -5.62978 -1.20867  0.069
C58 -2.00925 3.14053 -2.59384  -0.087
C59 -2.26860 4.37500 -1.79946  -0.546
C60 -1.59567 4.23351 -0.46278  -0.050
O8 -1.75350 5.52370 -2.36299  -0.008
H123 -2.56274 3.05329 -3.57105  0.095
H124 -2.34630 2.31759 -1.99971  0.050
H125 -0.90123 2.95496 -2.80580  0.101
H126 -3.34147 4.38210 -1.62820  0.127
H127 -2.16263 3.55206 0.19374  0.082
H128 -1.68401 5.16403 0.09736  0.091
H129 -0.56162 3.87826 -0.60619  0.074
H130 -2.19303 5.77554 -3.16959  0.093
C61 -1.54165 -4.49615 3.33477  -0.030
C62 -2.60348 -3.36885 3.32390  -0.474
C63 -3.99618 -3.94512 3.08058  -0.047
O9 -2.46223 -2.81325 4.62767  -0.108
H131 -0.69908 -4.09198 3.84140  0.060
H132 -1.23853 -4.69140 2.30158  0.057
H133 -1.87571 -5.31931 3.95715  0.085
H134 -2.41178 -2.57287 2.59202  0.108
H135 -4.15168 -4.73360 3.83353  0.090
H136 -4.11908 -4.28075 2.06575  0.058
H137 -4.75233 -3.23483 3.29969  0.059
H138 -2.23692 -1.81524 4.58299  0.079
C64 -0.49001 -7.78043 -3.03217  -0.060
C65 -0.98692 -6.77194 -1.99105  -0.474
C66 -2.15717 -7.41538 -1.15312  -0.028
O10 0.11733 -6.45141 -1.19018  -0.078
H139 -1.30135 -8.24245 -3.66123  0.094
H140 0.11499 -8.52421 -2.49212  0.083
H141 0.22743 -7.35591 -3.74850  0.072
H142 -1.34914 -5.82834 -2.43733  0.115
H143 -3.09054 -7.37005 -1.67316  0.065
H144 -2.28889 -6.84159 -0.28734  0.038
H145 -1.86390 -8.46636 -0.86311  0.101
H146 -0.00904 -5.50292 -1.06376  0.037

Cartesian forces (eV/Å) of the 6 atoms listed first:
1.09 -0.16 0.14
-0.47 -0.45 -0.20
-0.42 0.76 0.33
-0.48 -1.07 -0.42
-0.25 0.04 -1.04
-0.80 -0.23 0.65

Results
lowest unoccupied orbital energy = 0.39 eV
gap between HOMO and LUMO = 8.74 eV
net charge = 0
total energy = -100216.180 eV
F_max = 3.22 eV Å⁻¹
highest occupied orbital energy = -8.351 eV